Density functional theory data (the ωB97M-V functional and the def2-TZVPD basis) for a cluster of 2 separate species, C20H30N5O2S2 in total.

The frontier orbital gap comes out at 7.1872 eV. The charge is +1.

Cartesian coordinates (Å):
C -0.991547 4.210597 -0.205549
C -0.760730 3.235299 -1.075626
C -0.443292 1.953557 -2.034000
C -0.933516 0.659647 -1.208982
C -2.389666 0.731470 -0.550995
C -2.907472 -0.495941 0.312575
S -4.606982 -0.384126 1.085915
C -1.943766 -1.733441 0.474920
N -2.330332 -2.891428 1.293685
N -0.626280 -1.756683 -0.193467
C -0.083459 -0.668600 -1.002963
C 1.373253 -0.709647 -1.735349
C 1.852932 -2.196708 -2.140318
C 2.445113 -3.084886 -0.922474
C 2.773097 -2.253594 0.428984
C 3.429601 -3.185406 1.580236
C 2.308217 -4.191820 2.224952
C 1.631565 -3.542718 3.553143
S 0.428816 -4.714007 4.401368
C -0.238544 -5.926235 3.156321
N -0.743978 -5.605011 1.827195
N -1.182879 -6.759702 1.220501
C -0.922991 -7.815073 2.207336
O -0.316404 -7.333736 3.431735
H -1.255972 5.186510 0.378512
H 0.721392 1.903287 -2.071286
H -0.927219 2.084805 -3.066708
H -3.091450 1.631888 -0.670344
H -4.653570 -1.154969 2.248810
H -2.410060 -3.765756 0.749690
H -3.154532 -2.707841 1.884923
H -0.067356 -2.622787 -0.034587
H 1.212974 -0.135759 -2.740629
H 2.171305 -0.087679 -1.163784
H 0.933348 -2.767593 -2.558175
H 2.633191 -2.159524 -2.983477
H 1.646920 -3.893440 -0.669114
H 3.373942 -3.674366 -1.308822
H 3.580127 -1.463159 0.136095
H 1.873325 -1.642759 0.828145
H 4.270964 -3.799527 1.070849
H 3.837161 -2.489023 2.416625
H 2.855657 -5.192604 2.461553
H 1.522495 -4.413692 1.413888
H 2.487490 -3.249185 4.267953
H 1.052120 -2.588232 3.267665
H -1.179537 -8.927209 2.067683
C -0.939975 9.298491 -0.615269
C -1.397806 7.901391 -0.931539
O -1.864085 7.158246 -0.072943
N -1.284004 7.464722 -2.214301
C -0.766208 8.178952 -3.361122
H -1.094916 9.498708 0.446358
H 0.124965 9.403121 -0.834589
H -1.519992 10.022953 -1.191414
H -1.612048 6.517340 -2.347398
H -1.553641 8.228821 -4.116301
H 0.078174 7.614099 -3.762337
H -0.441073 9.187184 -3.108945

Forces on atoms 1 to 6 (eV/Å):
1.03 -4.88 -5.08
-1.11 4.32 3.98
0.64 0.84 2.56
-2.20 -2.99 1.90
2.09 -3.76 1.03
3.85 0.24 -1.26

---

Density functional theory data (the ωB97M-V functional and the def2-TZVPD basis) for the ion C20H30NO with charge +1.

The frontier orbital gap comes out at 6.8975 eV. The value obtained for the energy relative to the best compared isomer or geometry (same formula, charge and spin) is 0.869 eV. The SMILES is CO[C@@H](c1ccc(C)cc1)[C@@H]1CCCCC1=[N+]1CCCCC1. The charge is +1.

Cartesian coordinates (Å):
C 3.885246 0.139397 2.653038
O 2.780742 0.216757 1.721814
C 1.856911 -1.022133 1.327399
C 0.558835 -0.479942 1.910318
C -0.358292 -1.471898 2.251875
C -1.652355 -1.129404 2.656297
C -2.034265 0.211106 2.748956
C -3.452806 0.566312 3.068140
C -1.074672 1.205168 2.506242
C 0.200805 0.868426 2.067316
C 1.809645 -1.282443 -0.064945
C 0.533177 -0.792764 -0.768474
C -0.057096 -1.373160 -2.105159
C 0.961922 -2.042385 -3.005426
C 1.760567 -3.093056 -2.189173
C 2.239648 -2.689685 -0.777636
N 3.350670 -3.289536 -0.347710
C 3.679345 -4.631224 -0.905634
C 4.566560 -5.411242 0.046935
C 5.819785 -4.631111 0.430420
C 5.446962 -3.265525 0.973526
C 4.526508 -2.494233 0.039257
H 4.218104 1.179271 2.873002
H 3.637436 -0.349619 3.632513
H 4.731768 -0.405903 2.173809
H 2.245181 -1.873587 1.909088
H -0.027436 -2.506094 2.201225
H -2.382758 -1.906737 2.875341
H -3.573182 1.650765 3.152525
H -4.147555 0.208740 2.298508
H -3.753739 0.108156 4.014127
H -1.359416 2.264856 2.627939
H 0.943498 1.679575 1.923312
H 2.681938 -0.713413 -0.258777
H -0.361941 -0.744234 -0.137686
H 0.812143 0.230493 -0.984387
H -0.859729 -2.105984 -1.868139
H -0.554392 -0.567772 -2.680558
H 0.454813 -2.530155 -3.865050
H 1.639004 -1.308235 -3.455401
H 2.589752 -3.372888 -2.877850
H 1.142784 -4.011303 -2.115404
H 4.203119 -4.492183 -1.870460
H 2.748650 -5.187409 -1.097699
H 4.834478 -6.348216 -0.451413
H 3.990620 -5.665777 0.945257
H 6.375518 -5.183624 1.189814
H 6.466797 -4.515796 -0.445652
H 4.951430 -3.371378 1.946176
H 6.341066 -2.649808 1.131096
H 5.084206 -2.197535 -0.873990
H 4.255157 -1.569581 0.549913

Forces on atoms 1 to 6 (eV/Å):
-0.15 -0.72 -0.22
0.05 -1.42 -1.21
0.94 2.39 6.52
-0.53 -0.91 0.57
-0.47 0.56 0.28
0.33 -0.07 -0.19

---

Density functional theory data (the ωB97M-V functional and the def2-TZVPD basis) for a structure of composition C20H31BN7Pd.

As for the expectation value of S²: 6.042. The frontier orbital gap (spin up / spin down) comes out at 8.9036 / 4.6361 eV. The value obtained for the energy relative to the best compared isomer or geometry (same formula, charge and spin) is 0.668 eV. The spin multiplicity is 5. The charge is +3.

Cartesian coordinates (Å):
Pd -0.887278 1.114436 0.368866
C 2.087630 2.899583 1.265557
C 2.042975 1.834727 0.266051
C 3.110365 0.971264 -0.155880
C 2.616525 0.312624 -1.267698
C 3.259207 -0.772598 -2.124869
N 1.386173 0.784965 -1.577869
N 0.980573 1.689601 -0.599742
B 0.330314 0.093818 -2.429289
N -0.230671 -1.131311 -1.490225
N -0.809526 -0.844259 -0.218570
C -1.666778 -1.795398 0.054179
C -2.438210 -1.885370 1.283241
C -1.768774 -2.684303 -1.024465
C -0.787718 -2.266612 -1.898526
C -0.116390 -3.105841 -2.982252
N -0.855161 1.107822 -2.640206
N -1.386058 1.702262 -1.485018
C -2.413150 2.492465 -1.826286
C -3.233986 3.141003 -0.769500
C -2.581280 2.426714 -3.209177
C -1.594203 1.508083 -3.695926
C -1.358175 1.088105 -5.040304
H 1.589970 3.853276 0.853999
H 1.602257 2.590030 2.185849
H 3.147286 3.142290 1.523846
H 4.049159 0.868489 0.411435
H 3.858004 -0.275583 -2.941979
H 4.032024 -1.373394 -1.488709
H 2.557964 -1.434244 -2.621855
H 0.646786 -0.237206 -3.571613
H -2.228370 -2.854206 1.830901
H -2.247478 -1.009091 1.936128
H -3.510120 -1.835743 0.931176
H -2.574143 -3.397230 -1.134943
H 0.541546 -3.867527 -2.606399
H -0.893510 -3.621575 -3.584065
H 0.402233 -2.463500 -3.678461
H -3.890897 2.382666 -0.411370
H -2.649437 3.437320 0.075727
H -3.923452 3.943977 -1.162019
H -3.389898 2.878028 -3.783536
H -0.262337 1.077907 -5.309437
H -1.671965 0.062434 -5.167109
H -1.858313 1.649998 -5.788108
C -0.354393 -0.981313 5.244585
C 0.822224 -0.750094 4.254197
C 1.925617 0.120739 4.776001
C 1.291974 -2.048626 3.606328
C 0.225956 0.154738 3.192722
N -0.309023 0.336820 2.184765
H -0.191943 -1.829626 5.929812
H -1.275249 -1.080255 4.691364
H -0.303585 -0.060679 5.852003
H 2.404393 -0.259272 5.736396
H 1.570567 1.136430 4.905383
H 2.760456 0.218938 4.019500
H 1.992555 -2.579912 4.207031
H 1.895862 -1.733668 2.808526
H 0.530861 -2.843088 3.289809

Forces on atoms 1 to 6 (eV/Å):
1.06 0.66 0.97
0.11 1.80 0.15
1.16 -1.38 -2.13
-1.27 1.16 1.40
0.50 -1.16 -1.11
2.10 0.53 0.78

---

Density functional theory data (the ωB97M-V functional and the def2-TZVPD basis) for a structure of composition C20H31Br2ClF3GaO13P.

The frontier orbital gap comes out at 5.8924 eV. The charge is -1.

Cartesian coordinates (Å):
O 5.003911 -2.029717 0.579343
P 5.632585 -0.944449 -0.313099
Ga 4.607056 1.118039 0.140365
Cl 6.167265 2.741400 -0.298212
C 3.050765 1.347411 -1.185659
C 1.889305 0.260442 -1.095145
C 1.009576 0.309779 0.218982
F 0.751170 1.663337 0.639989
Br 1.862947 -0.643556 1.774334
C -0.469026 -0.396927 0.028944
F -1.532772 0.514309 0.241585
F -0.614247 -1.030972 -1.236915
Br -0.728420 -1.873503 1.409228
H 7.054112 -0.798370 -0.116810
H 5.469225 -1.208997 -1.725739
H 4.101459 1.274845 1.664275
H 2.652362 2.412059 -1.126238
H 3.490981 1.249795 -2.236003
H 2.224036 -0.807308 -1.259368
H 1.169110 0.493374 -1.957529
C 1.510915 -4.477141 6.807940
C 1.364084 -4.387123 5.305695
C 2.670708 -4.294547 4.566223
O 2.294238 -3.618817 3.372429
C 1.206473 -2.855897 3.682064
O 0.741384 -2.017051 2.957817
O 0.724099 -3.172829 4.924932
H 0.536200 -4.381861 7.292388
H 1.958425 -5.429079 7.101753
H 2.132376 -3.664711 7.192501
H 0.751469 -5.218962 4.937926
H 3.095006 -5.273388 4.338892
H 3.421987 -3.689711 5.083059
C -4.311577 -6.466871 3.798242
C -3.969867 -5.237598 2.987593
C -3.368541 -5.535731 1.645627
O -2.602266 -4.360217 1.395907
C -2.259720 -3.857486 2.605903
O -1.459536 -2.970469 2.770640
O -2.930935 -4.480979 3.609017
H -4.592454 -6.186124 4.815784
H -5.137623 -7.017753 3.344515
H -3.450668 -7.134731 3.884096
H -4.848980 -4.590424 2.900243
H -4.121307 -5.680433 0.870487
H -2.691025 -6.394703 1.651488
C 0.732912 7.257746 -1.778799
C 1.349382 6.414732 -2.871756
C 0.382897 5.481243 -3.542527
O 1.240353 4.442474 -4.006923
C 2.314746 4.416478 -3.161527
O 3.133371 3.556094 -3.143680
O 2.312337 5.506418 -2.339474
H 1.509239 7.793209 -1.227362
H 0.030667 7.984124 -2.193355
H 0.204931 6.635786 -1.051785
H 1.859659 7.057527 -3.598205
H -0.143584 5.949542 -4.375132
H -0.347522 5.044506 -2.858133
C -4.115775 1.777990 -5.357337
C -3.182712 2.952724 -5.173459
C -2.812530 3.220998 -3.744121
O -2.513600 4.616925 -3.769465
C -3.249364 5.154728 -4.783284
O -3.381199 6.325797 -4.972165
O -3.815067 4.178722 -5.547368
H -4.471632 1.732213 -6.389242
H -3.614750 0.838791 -5.115785
H -5.001627 1.875062 -4.724570
H -2.295215 2.828617 -5.803076
H -1.945640 2.644133 -3.419543
H -3.634544 3.057064 -3.041417

Forces on atoms 1 to 6 (eV/Å):
0.89 0.48 -1.06
-1.01 -0.51 1.38
-1.02 0.72 0.18
0.02 -0.13 -0.06
-0.01 -0.38 -0.54
-0.83 1.01 -0.41